# 1
{"formula": "C3H7NO3", "method": "the ωB97M-V functional and the def2-TZVPD basis", "elements": ["O", "O", "O", "N", "C", "C", "C", "H", "H", "H", "H", "H", "H", "H"], "positions_angstrom": [[-1.39373, 2.28747, 0.47859], [0.94873, -1.24304, 1.45516], [-0.15509, -2.86754, -2.15928], [-0.18471, 0.64487, -0.60147], [-1.30447, 1.39302, -0.31277], [1.00552, 0.80371, 0.26490], [1.11902, -0.04918, 1.48699], [0.41813, -2.71884, -1.40805], [-0.82206, -3.52902, -2.00062], [-2.13862, 0.87254, -0.82099], [-0.29534, -0.27153, -1.01177], [1.77586, 0.41314, -0.40672], [1.18691, 0.45437, 2.46804], [1.47573, 1.79572, 0.44591]], "smiles": "O=CCNC=O.O", "gap_ev": 10.48, "de_lowest_kcal_mol": 51.4}


# 2
{"formula": "C16H16ClN3O2", "method": "the ωB97M-V functional and the def2-TZVPD basis", "elements": ["Cl", "O", "O", "N", "N", "N", "C", "C", "C", "C", "C", "C", "C", "C", "C", "C", "C", "C", "C", "C", "C", "C", "H", "H", "H", "H", "H", "H", "H", "H", "H", "H", "H", "H", "H", "H", "H", "H"], "positions_angstrom": [[-4.98003, -1.19116, 5.39059], [-0.00118, 2.32285, -1.93151], [-1.11335, 1.89120, 3.42286], [-0.68850, 1.25421, 1.24139], [-0.81830, -1.08287, -1.58918], [-1.57453, -0.85446, 0.50359], [-2.19242, -0.09301, 2.69558], [2.78642, 0.63148, -1.89050], [-1.27627, 1.04419, 2.51353], [4.23693, -0.90615, -3.25485], [-2.99142, -0.19086, 3.83281], [-3.97926, -2.23490, 3.00006], [0.23951, 2.35578, 1.08901], [-3.92098, -1.23917, 3.99006], [-0.43172, 0.17024, -1.09015], [-0.85208, 0.30165, 0.22336], [0.28587, 1.13821, -1.93337], [4.06233, 0.52803, -2.72377], [1.49325, 0.65748, -2.77219], [-2.26972, -1.07580, 1.69424], [-1.52126, -1.66558, -0.63561], [-3.17060, -2.13152, 1.84722], [-4.70408, -3.07308, 3.15800], [4.91261, 0.75244, -2.06427], [-3.01038, 0.58268, 4.60580], [2.81248, 1.53831, -1.31467], [-3.26264, -2.95932, 1.12608], [3.41268, -1.18169, -3.91249], [4.19542, -1.59567, -2.40786], [1.28868, -0.32941, -3.19220], [0.51581, 2.84051, 2.04504], [5.18586, -1.06350, -3.75532], [1.62151, 1.36546, -3.59892], [4.00516, 1.24542, -3.53485], [2.74644, -0.19088, -1.19921], [-0.21145, 3.13092, 0.45415], [1.14776, 1.97697, 0.67009], [-1.97857, -2.66897, -0.70253]], "smiles": "CCCCC(=O)c1ncn2c3ccc(Cl)cc3c(=O)n(C)c12", "gap_ev": 8.40, "de_lowest_kcal_mol": 25.8}